Entry 1:
A 3-piece molecular cluster, C3H12NO overall at a distorted geometry, computed with wB97M-V/def2-TZVPD.

Geometry as XYZ:
```
17
Properties=species:S:1:pos:R:3:nbo_charge:R:1
C -0.242 -0.252 0.481 -0.224
C 1.053 -1.053 0.484 -0.418
C 2.221 -0.276 -0.142 -0.611
N -1.357 -1.186 0.964 -0.412
H -0.238 0.674 1.088 0.250
H -0.566 -0.035 -0.552 0.205
H 0.780 -1.953 -0.073 0.225
H 1.108 -1.403 1.524 0.226
H 3.152 -0.565 0.342 0.245
H 2.333 -0.581 -1.180 0.237
H 2.085 0.789 0.006 0.221
H -1.525 -1.205 1.977 0.407
H -2.200 -0.632 0.502 0.257
H -2.545 0.489 -0.280 0.341
H -1.627 2.896 -1.855 0.494
H -1.630 1.592 -1.104 0.402
O -1.011 2.226 -1.516 -0.846
```

HOMO level ... -16.0 eV
E_LUMO ... -10.3 eV
Energy relative to the best compared isomer or geometry (same formula, charge and spin) ... 194.6 kcal/mol
Net charge ... +1
Molecular weight ... 78.1 u

=====

Entry 2:
C70H50F12N9O11P2S2Ti as an isolated structure at a distorted geometry, computed with wB97M-V/def2-TZVPD.

Geometry as XYZ:
```
157
Properties=species:S:1:pos:R:3:mulliken_spin:R:1
Ti -0.956 -0.158 0.313 0.106
C 3.167 1.497 3.798 0.000
N 1.981 0.766 3.412 0.001
C 1.755 0.128 2.238 -0.006
N 0.542 -0.426 2.219 0.007
C -0.010 -0.159 3.470 0.003
C 0.866 0.614 4.190 -0.001
C 0.740 1.210 5.525 0.000
C 0.863 2.590 5.685 0.000
C 0.780 3.152 6.949 0.000
C 0.569 2.347 8.059 0.000
C 0.411 0.977 7.899 0.000
C 0.497 0.408 6.639 0.000
C -1.263 -0.686 4.042 0.005
C -1.596 -2.031 3.910 -0.017
C -2.756 -2.523 4.489 0.002
C -3.584 -1.683 5.214 0.000
C -3.232 -0.353 5.394 0.000
C -2.073 0.141 4.822 0.000
P 3.217 -0.218 1.173 0.000
C 2.848 0.387 -0.505 0.001
N 2.062 -0.126 -1.425 -0.001
C 2.343 0.545 -2.588 0.001
C 3.295 1.516 -2.336 0.000
N 3.631 1.383 -1.020 0.001
C 4.560 2.225 -0.300 0.000
C 3.829 2.533 -3.243 0.000
C 5.199 2.735 -3.405 -0.001
C 5.671 3.650 -4.334 0.000
C 4.777 4.383 -5.101 0.000
C 3.411 4.197 -4.933 0.000
C 2.935 3.280 -4.013 0.000
C 1.947 0.107 -3.943 0.001
C 0.673 -0.338 -4.271 -0.002
C 0.409 -0.848 -5.531 -0.001
C 1.394 -0.872 -6.503 0.000
C 2.665 -0.410 -6.196 0.000
C 2.943 0.061 -4.925 0.000
C 2.890 -2.011 1.025 0.001
N 1.816 -2.578 0.527 0.002
C 1.960 -3.924 0.691 -0.029
C 3.175 -4.189 1.304 -0.012
N 3.753 -2.954 1.528 -0.008
C 5.036 -2.714 2.145 0.000
C 3.788 -5.479 1.609 0.014
C 3.700 -6.504 0.658 -0.025
C 4.272 -7.741 0.888 0.002
C 4.932 -7.998 2.083 -0.003
C 5.002 -7.003 3.047 0.003
C 4.444 -5.756 2.811 0.000
C 0.858 -4.828 0.283 -0.320
C 0.350 -4.581 -0.978 0.402
C -2.054 -5.153 -0.317 0.057
C -1.780 -6.474 0.333 0.345
C -0.661 -6.702 1.059 -0.149
C 0.452 -5.828 1.183 0.569
H 4.035 1.065 3.305 0.000
H 3.288 1.438 4.878 0.000
H 3.084 2.541 3.499 0.000
H 0.976 3.215 4.807 0.000
H 0.874 4.224 7.067 0.000
H 0.516 2.785 9.047 0.000
H 0.223 0.349 8.761 0.000
H 0.367 -0.657 6.497 0.000
H -0.952 -2.692 3.349 0.016
H -3.007 -3.562 4.336 -0.001
H -4.508 -2.058 5.638 0.000
H -3.867 0.311 5.968 0.000
H -1.812 1.180 4.948 0.000
H 4.597 3.199 -0.782 0.000
H 5.560 1.782 -0.291 0.000
H 4.215 2.360 0.720 0.000
H 5.900 2.148 -2.823 0.000
H 6.738 3.779 -4.470 0.000
H 5.145 5.094 -5.831 0.000
H 2.712 4.768 -5.530 0.000
H 1.871 3.140 -3.866 0.000
H -0.097 -0.311 -3.523 0.001
H -0.568 -1.263 -5.732 0.000
H 1.183 -1.259 -7.493 0.000
H 3.456 -0.446 -6.936 0.000
H 3.948 0.375 -4.678 0.000
H 5.734 -3.499 1.856 0.000
H 4.957 -2.705 3.235 0.000
H 5.417 -1.749 1.821 0.000
H 3.176 -6.305 -0.268 0.013
H 4.200 -8.512 0.131 0.000
H 5.382 -8.967 2.264 0.000
H 5.482 -7.213 3.995 0.000
H 4.493 -5.000 3.584 0.000
H 0.968 -4.009 -1.662 0.029
H -3.048 -5.156 -0.771 -0.046
H -2.557 -7.228 0.306 -0.002
H -0.621 -7.608 1.660 0.003
H 1.106 -6.002 2.031 0.034
O -1.102 -5.854 -2.441 0.059
C -1.031 -4.965 -1.500 0.016
C -2.057 -4.059 0.767 0.024
O -2.400 -4.316 1.909 0.014
C -1.636 -2.744 0.334 -0.010
C -1.193 -2.488 -0.961 -0.050
O -0.686 -1.270 -1.068 -0.013
C -1.327 -3.421 -2.067 0.007
O -1.400 -3.203 -3.248 -0.004
O -1.627 -1.642 1.080 -0.045
F -4.973 1.333 0.794 0.000
C -4.241 1.044 1.870 0.001
F -3.899 -0.239 1.794 0.000
F -5.016 1.191 2.943 0.000
S -2.666 2.098 1.978 -0.003
O -1.667 1.057 1.719 0.008
O -2.700 2.653 3.290 0.000
N -2.769 3.135 0.834 0.000
S -3.458 4.537 1.166 0.000
O -4.654 4.342 1.942 0.000
O -3.577 5.362 0.005 0.000
C -2.380 5.648 2.254 0.000
F -3.256 6.543 2.767 0.000
F -1.524 6.343 1.507 0.000
F -1.717 5.130 3.276 0.000
O -3.588 -1.348 -1.075 -0.001
C -3.239 -0.303 -1.582 0.003
N -3.614 0.098 -2.855 0.000
C -3.417 1.531 -2.995 0.001
C -2.327 1.721 -1.858 0.003
O -1.506 2.598 -1.870 -0.002
N -2.384 0.634 -1.010 -0.009
C -4.777 2.213 -2.819 -0.001
C -5.734 2.014 -3.816 0.000
C -7.002 2.555 -3.694 0.000
C -7.335 3.299 -2.568 0.000
C -6.387 3.500 -1.580 0.000
C -5.115 2.960 -1.712 0.000
C -2.852 2.026 -4.313 0.000
C -2.768 1.225 -5.440 0.000
C -2.233 1.727 -6.619 0.000
C -1.790 3.036 -6.681 0.000
C -1.919 3.857 -5.567 0.000
C -2.459 3.363 -4.392 0.000
H -4.443 -0.332 -3.233 0.000
H -5.483 1.433 -4.697 0.000
H -7.734 2.397 -4.477 0.000
H -8.330 3.715 -2.466 0.000
H -6.618 4.076 -0.693 0.000
H -4.381 3.121 -0.954 0.000
H -3.117 0.203 -5.395 0.000
H -2.158 1.086 -7.489 0.000
H -1.352 3.421 -7.594 0.000
H -1.600 4.892 -5.616 0.000
H -2.565 4.001 -3.526 0.000
F 0.233 1.926 0.138 0.005
P 0.849 3.452 0.534 0.001
F 2.151 2.669 1.172 0.000
F -0.362 4.238 -0.078 0.000
F 1.549 4.842 0.980 0.000
F 1.618 3.471 -0.876 0.000
F 0.135 3.333 1.977 0.000
```

HOMO level (alpha / beta) ... -2.0 / -2.1 eV
E_LUMO (alpha / beta) ... 3.3 / 3.3 eV
Energy relative to the best compared isomer or geometry (same formula, charge and spin) ... 161.9 kcal/mol
Net charge ... -2
2S+1 ... 2
Molecular weight ... 1595.1 u

=====

Which of these has the lowest molecular weight?
C3H12NO

=====

Number 2 is which compound?
C70H50F12N9O11P2S2Ti

=====

What is the formula in the first record?
C3H12NO